#a
A 2-piece molecular cluster, C5H15N2S overall. Source: the Open Molecules 2025 dataset; level of theory: ωB97M-V with the def2-TZVPD basis set.

Properties
Kohn-Sham gap = 3.85 eV
LUMO energy = -8.5438 eV
Net charge = +1

The geometry in XYZ format:
```
23
Properties=species:S:1:pos:R:3:lowdin_charge:R:1
C 1.654 1.368 0.445 -0.0485
N -0.700 0.194 -1.927 0.0864
C -1.947 -0.164 -1.304 -0.3134
C -1.694 -0.847 0.079 -0.4780
S -2.262 0.264 1.524 0.6623
C 2.338 0.210 -0.228 -0.4794
N 1.419 -0.722 -0.672 0.2118
C 3.477 -0.498 0.617 0.0365
H 2.335 2.122 0.906 0.1132
H 0.947 0.989 1.197 0.0835
H 1.050 1.811 -0.360 0.0878
H -2.540 0.773 -1.178 0.1263
H -2.577 -0.867 -1.901 0.1244
H -2.334 -1.772 0.147 0.0900
H -0.591 -0.983 0.243 0.0378
H -3.595 0.079 1.287 -0.1238
H 2.893 0.734 -1.033 0.1861
H -0.726 -0.115 -2.906 0.1097
H 0.210 -0.317 -1.418 0.0678
H 1.922 -1.433 -1.215 0.1290
H 3.079 -0.870 1.524 0.0781
H 4.268 0.240 0.858 0.1179
H 3.862 -1.336 0.017 0.0944
```

#b
A 2-piece molecular cluster, C5H15N2S overall. Source: the Open Molecules 2025 dataset; level of theory: ωB97M-V with the def2-TZVPD basis set.

Properties
Kohn-Sham gap = 9.98 eV
LUMO energy = -3.5486 eV
Net charge = +1

The geometry in XYZ format:
```
23
Properties=species:S:1:pos:R:3:lowdin_charge:R:1
C 0.086 0.868 1.929 -0.1032
C -0.303 -2.576 0.162 -0.1028
C -1.093 2.133 -0.494 -0.0493
C 2.522 -0.296 -1.276 -0.3266
C 0.537 0.622 0.579 -0.6749
N -0.979 -1.183 0.454 -0.0357
N 0.096 1.363 -0.428 -0.0566
S 2.089 -0.023 0.451 1.0178
H -0.977 1.142 2.014 0.0967
H 0.584 1.692 2.423 0.1074
H 0.181 0.007 2.633 0.1132
H -0.866 -3.484 0.556 0.0962
H -0.345 -2.825 -0.953 0.0892
H 0.754 -2.487 0.394 0.0245
H -1.832 1.584 0.125 0.0979
H -0.946 3.079 -0.076 0.0814
H -1.448 2.228 -1.565 0.1295
H 1.887 0.351 -2.062 0.1025
H 2.398 -1.440 -1.278 0.0631
H 3.536 0.054 -1.388 0.0308
H -1.535 -1.392 1.263 0.0685
H 0.685 1.710 -1.156 0.1255
H -1.734 -1.140 -0.272 0.1051
```

Which one sits at the bottom of the stability order? #a does.

#a
One molecule with the formula C24H27NO4. Source: the Open Molecules 2025 dataset; level of theory: ωB97M-V with the def2-TZVPD basis set.

Properties
Kohn-Sham gap = 8.47 eV
LUMO energy = 0.3431 eV
Net charge = 0

The geometry in XYZ format:
```
56
Properties=species:S:1:pos:R:3:lowdin_charge:R:1
C 4.753 2.247 -0.122 -0.0124
C 4.739 0.931 -0.223 -0.1843
C 4.527 -0.008 0.927 -0.1561
C 3.290 -0.835 0.691 -0.2403
C 3.333 -1.970 -0.102 -0.0436
C 2.177 -2.684 -0.347 -0.0011
C 0.954 -2.305 0.194 -0.2031
O -0.103 -3.126 -0.094 -0.0237
C -1.363 -2.551 -0.394 -0.1594
C -2.408 -2.851 0.689 -0.1738
O -3.640 -2.208 0.453 -0.1194
C -3.631 -0.805 0.616 -0.1689
C -3.723 -0.040 -0.718 -0.1476
O -3.618 1.353 -0.477 -0.0274
C -2.422 1.908 -0.138 -0.2014
C -2.498 2.973 0.738 0.0008
C -1.370 3.699 1.125 -0.0807
C -0.136 3.365 0.639 -0.0597
C -0.008 2.300 -0.271 -0.1624
C 1.238 1.938 -0.829 -0.0045
C 1.306 0.931 -1.745 -0.0081
C 0.120 0.257 -2.104 -0.3182
C 0.161 -0.851 -3.108 -0.0160
N -1.040 0.552 -1.578 0.1473
C -1.150 1.552 -0.678 -0.1310
C 0.909 -1.168 1.023 -0.1809
O -0.293 -0.834 1.594 -0.1056
C -0.301 0.139 2.611 -0.0631
C 2.076 -0.449 1.240 0.0195
H 4.904 2.885 -0.977 0.0557
H 4.629 2.744 0.827 0.0609
H 4.867 0.453 -1.186 0.1045
H 4.434 0.559 1.855 0.1149
H 5.394 -0.670 1.007 0.1197
H 4.268 -2.299 -0.531 0.1141
H 2.195 -3.573 -0.959 0.1226
H -1.268 -1.473 -0.528 0.0890
H -1.692 -2.996 -1.341 0.1384
H -1.999 -2.563 1.667 0.1233
H -2.634 -3.920 0.703 0.1305
H -2.725 -0.483 1.140 0.1066
H -4.500 -0.543 1.231 0.1337
H -2.958 -0.378 -1.418 0.0964
H -4.712 -0.179 -1.161 0.1324
H -3.472 3.242 1.116 0.1197
H -1.484 4.521 1.816 0.1045
H 0.748 3.916 0.926 0.1110
H 2.128 2.470 -0.522 0.0970
H 2.245 0.636 -2.187 0.1135
H 0.681 -0.524 -4.006 0.0834
H -0.847 -1.161 -3.366 0.0818
H 0.703 -1.701 -2.695 0.0743
H 0.408 -0.112 3.406 0.1028
H -1.312 0.134 3.019 0.0975
H -0.083 1.138 2.221 0.0792
H 2.051 0.434 1.860 0.1178
```

#b
A 2-piece molecular cluster, C24H27NO4 overall. Source: the Open Molecules 2025 dataset; level of theory: ωB97M-V with the def2-TZVPD basis set.

Properties
Kohn-Sham gap = 4.61 eV
LUMO energy = -1.9952 eV
Net charge = 0

The geometry in XYZ format:
```
56
Properties=species:S:1:pos:R:3:lowdin_charge:R:1
C -2.918 -2.836 0.570 0.0059
C -2.727 -1.379 0.479 -0.2005
N -3.564 -0.527 1.111 0.1622
C -3.195 0.799 0.884 -0.1909
C -2.046 0.783 0.063 -0.1169
C -1.450 1.992 -0.281 -0.0075
C -2.042 3.183 0.166 -0.0685
C -3.189 3.178 0.977 -0.0859
C -3.785 1.965 1.347 -0.0278
C -1.716 -0.627 -0.186 -0.1129
C -0.584 -1.124 -0.841 0.0828
C -0.046 -0.587 -2.054 -0.1945
C -0.805 0.225 -2.940 -0.0164
C -0.205 0.864 -4.011 -0.0328
C 1.174 0.754 -4.227 -0.2562
C 1.825 1.643 -5.242 -0.0477
C 1.903 -0.174 -3.468 -0.0170
C 1.300 -0.852 -2.424 0.0131
H -2.316 -3.332 -0.197 0.0900
H -2.587 -3.187 1.559 0.1083
H -3.973 -3.125 0.441 0.0954
H -4.358 -0.839 1.659 0.1768
H -0.559 1.980 -0.907 0.1154
H -1.611 4.139 -0.132 0.1037
H -3.613 4.122 1.325 0.1060
H -4.672 1.896 1.975 0.1146
H -0.085 -1.992 -0.399 0.1310
H -1.868 0.360 -2.747 0.1238
H -0.799 1.506 -4.665 0.1218
H 2.885 1.400 -5.364 0.0794
H 1.324 1.584 -6.218 0.0882
H 1.761 2.692 -4.920 0.0927
H 2.959 -0.339 -3.693 0.1161
H 1.871 -1.553 -1.817 0.1111
H 1.093 -0.014 0.808 0.0895
C 1.196 -0.817 1.518 0.0199
C 0.446 -0.749 2.727 -0.5129
O 0.387 -1.570 3.633 0.0585
O -0.269 0.431 2.812 -0.0409
C -0.717 0.623 4.157 -0.2600
C -1.367 1.967 4.330 -0.0705
C 2.326 -1.684 1.420 -0.5179
O 2.668 -2.583 2.175 0.0609
O 3.083 -1.385 0.303 -0.0639
C 4.288 -2.167 0.320 -0.2600
C 5.213 -1.744 -0.791 -0.0788
H -1.415 -0.182 4.414 0.1173
H 0.143 0.558 4.838 0.1285
H -1.904 1.969 5.284 0.0765
H -0.606 2.751 4.382 0.0785
H -2.080 2.208 3.539 0.0513
H 4.803 -2.037 1.282 0.1261
H 4.020 -3.228 0.220 0.1229
H 5.987 -2.508 -0.905 0.0758
H 4.706 -1.623 -1.754 0.0603
H 5.711 -0.804 -0.532 0.0762
```

Which one sits at the bottom of the stability order? #b does.

#a
An isolated ion of composition CH4NO2 and charge -1. Source: the Open Molecules 2025 dataset; level of theory: ωB97M-V with the def2-TZVPD basis set.

Properties
Kohn-Sham gap = 8.11 eV
LUMO energy = 4.9944 eV
Net charge = -1

The geometry in XYZ format:
```
8
Properties=species:S:1:pos:R:3:lowdin_charge:R:1
O -0.792 -1.170 0.136 -0.2922
C -0.744 0.132 -0.138 -0.4709
N 0.788 0.692 0.009 -0.1677
O 1.546 -0.528 -0.044 -0.2837
H -0.734 0.160 -1.218 0.0587
H -1.380 0.921 0.280 0.0773
H 0.702 0.904 1.038 0.0516
H 0.613 -1.110 -0.064 0.0269
```

#b
A 2-piece molecular cluster, CH4NO2 overall. Source: the Open Molecules 2025 dataset; level of theory: ωB97M-V with the def2-TZVPD basis set.

Properties
Kohn-Sham gap = 6.22 eV
LUMO energy = 4.7820 eV
Net charge = -1

The geometry in XYZ format:
```
8
Properties=species:S:1:pos:R:3:lowdin_charge:R:1
O -2.805 0.920 -1.110 -0.1090
H -1.968 1.317 -0.869 0.0004
C 0.716 -0.038 0.388 -0.6234
N 2.038 -0.629 0.284 -0.0871
O -0.169 -0.754 0.849 -0.2261
H -2.916 0.325 -0.340 0.0387
H 2.636 -0.076 -0.299 -0.0108
H 2.468 -1.066 1.096 0.0173
```

Which one sits at the bottom of the stability order? #a does.

#a
A 2-piece molecular cluster, CH4NO2 overall. Source: the Open Molecules 2025 dataset; level of theory: ωB97M-V with the def2-TZVPD basis set.

Properties
Kohn-Sham gap = 6.72 eV
LUMO energy = 4.9019 eV
Net charge = -1

The geometry in XYZ format:
```
8
Properties=species:S:1:pos:R:3:lowdin_charge:R:1
O -0.076 -0.860 -1.964 -0.1454
H 0.808 -0.643 -2.290 0.0156
C 0.716 0.379 0.516 -0.5674
N -0.198 0.024 1.612 -0.0790
O 0.409 1.412 -0.076 -0.2069
H -0.112 -0.302 -1.157 -0.0413
H -0.810 0.814 1.846 0.0149
H -0.738 -0.824 1.512 0.0093
```

#b
A 2-piece molecular cluster, CH4NO2 overall. Source: the Open Molecules 2025 dataset; level of theory: ωB97M-V with the def2-TZVPD basis set.

Properties
Kohn-Sham gap = 5.25 eV
LUMO energy = 3.8897 eV
Net charge = -1

The geometry in XYZ format:
```
8
Properties=species:S:1:pos:R:3:lowdin_charge:R:1
O 1.880 1.625 1.677 -0.1396
H 0.864 1.678 1.425 0.1026
C -1.773 -1.048 -0.449 -0.5989
N -0.582 -0.873 -1.336 -0.1457
O -2.655 -0.126 -0.311 -0.2739
H 2.179 0.717 1.629 0.0063
H -0.047 -1.791 -1.635 0.0476
H 0.133 -0.183 -1.000 0.0015
```

Which one sits at the bottom of the stability order? #b does.